# 1
C28H30AsCrIN5O3 | ωB97M-V/def2-TZVPD

Results
Gap between HOMO and LUMO (spin up / spin down) (eV): 6.2172 / 6.4647
Charge: +2
E_HOMO (spin up / spin down) (hartree): -0.48729 / -0.48709
Spin multiplicity: 2

CARTESIAN COORDINATES (ANGSTROEM)
Cr (-0.62460, 0.11630, -0.63765)
C (-3.47946, -0.37893, -2.03092)
O (-2.67733, 0.16677, -0.94824)
C (-3.42020, 0.79203, 0.07271)
C (-4.79797, 0.76444, 0.14999)
C (-5.41284, 1.42679, 1.20640)
C (-4.65948, 2.10003, 2.15923)
C (-3.27884, 2.11955, 2.06610)
C (-2.65616, 1.45690, 1.01719)
N (-1.25220, 1.39411, 0.81402)
N (-0.56663, 2.08341, 1.61203)
C (0.79360, 2.14137, 1.55441)
C (1.55498, 1.50453, 0.57151)
O (0.94249, 0.79505, -0.38390)
C (2.95035, 1.60711, 0.55023)
C (3.58048, 2.34696, 1.50938)
C (2.86657, 3.02330, 2.53238)
C (3.54242, 3.78720, 3.50911)
C (2.84065, 4.43729, 4.48444)
C (1.43703, 4.34564, 4.51496)
C (0.75499, 3.61032, 3.57959)
C (1.45667, 2.93251, 2.56640)
H (-4.08961, 0.41540, -2.45461)
H (-4.10500, -1.18144, -1.64624)
H (-2.80030, -0.76097, -2.77881)
H (-5.40625, 0.25593, -0.58138)
H (-6.49166, 1.41566, 1.27608)
H (-5.14982, 2.61357, 2.97412)
H (-2.67448, 2.64268, 2.79286)
H (3.49287, 1.09595, -0.23349)
H (4.66062, 2.42965, 1.49542)
H (4.62261, 3.84990, 3.47006)
H (3.35806, 5.02391, 5.23077)
H (0.88649, 4.86514, 5.28795)
H (-0.32277, 3.55333, 3.61438)
N (0.17147, -3.10619, -7.21876)
C (0.05866, -2.64155, -6.17562)
C (-0.09575, -2.06085, -4.86870)
C (0.03517, -0.68775, -4.68607)
C (-0.16051, -0.17756, -3.42129)
N (-0.47053, -0.95038, -2.36768)
C (-0.56292, -2.27451, -2.54647)
C (-0.39028, -2.86976, -3.77564)
H (0.26750, -0.03447, -5.51490)
H (-0.07825, 0.88991, -3.24211)
H (-0.80998, -2.86556, -1.67770)
H (-0.48752, -3.93987, -3.88708)
N (4.31092, -2.63629, -1.18305)
C (3.43799, -2.04621, -2.02468)
O (2.27099, -1.81976, -1.72559)
C (4.00371, -1.66215, -3.36727)
I (3.53531, -3.17266, -4.79656)
H (3.98258, -3.00137, -0.30536)
H (5.23912, -2.88632, -1.47740)
H (5.08498, -1.56575, -3.36469)
H (3.54529, -0.74077, -3.70964)
C (0.58629, -3.07147, 0.87434)
As (-0.67199, -1.63126, 1.09799)
C (-2.38706, -2.47768, 1.34667)
C (-0.22904, -0.95872, 2.85183)
H (0.49408, -3.76773, 1.70676)
H (1.57665, -2.62220, 0.85978)
H (0.43759, -3.60145, -0.06184)
H (-2.29864, -3.24818, 2.11072)
H (-2.72824, -2.93116, 0.41721)
H (-3.10596, -1.72502, 1.66705)
H (-0.18484, -1.79307, 3.55018)
H (-0.99048, -0.25326, 3.17964)
H (0.73843, -0.46033, 2.81941)

Mulliken population analysis, charges in e, atoms 1 to 6: 0.475 -1.135 0.220 0.373 -0.589 -0.844



# 2
C28H30BN4O5Pt | ωB97M-V/def2-TZVPD

Results
Gap between HOMO and LUMO (eV): 7.3822
Charge: +1
ΔE to the lowest compared entry with this formula, charge and spin (kJ/mol): 0.0
E_HOMO (hartree): -0.38768

CARTESIAN COORDINATES (ANGSTROEM)
Pt (-1.23891, 0.17031, 0.96344)
O (-6.75743, -3.64657, -1.43883)
C (-6.84692, -2.24659, -1.58853)
C (-5.63106, -1.60916, -0.97751)
C (-5.34927, -0.26905, -1.19728)
C (-4.24406, 0.28876, -0.58744)
N (-3.42406, -0.40177, 0.20646)
C (-3.66581, -1.70194, 0.38443)
C (-4.76236, -2.33647, -0.18075)
C (-2.67795, -2.43287, 1.20624)
C (-2.95188, -3.68913, 1.71932)
C (-2.01474, -4.34088, 2.50072)
C (-2.27747, -5.70794, 3.06329)
O (-3.62640, -6.04932, 2.83546)
C (-0.81527, -3.68979, 2.74699)
C (-0.59576, -2.44321, 2.20575)
N (-1.50390, -1.81469, 1.43345)
H (-7.48639, -4.06389, -1.90676)
H (-7.73257, -1.85081, -1.07618)
H (-6.91360, -1.95282, -2.64089)
H (-5.97298, 0.33645, -1.84168)
H (-3.98973, 1.32406, -0.76414)
H (-4.94431, -3.38896, -0.03435)
H (-3.90505, -4.15987, 1.54113)
H (-2.03394, -5.70355, 4.13110)
H (-1.59839, -6.41468, 2.57115)
H (-3.80039, -6.92164, 3.20075)
H (-0.04643, -4.13945, 3.36114)
H (0.32989, -1.92248, 2.37288)
N (-0.32227, 7.25489, 1.16838)
C (-1.44071, 6.49847, 1.14352)
O (-2.55911, 6.96098, 1.19109)
C (-1.25681, 4.99705, 1.05177)
C (-2.40488, 4.23698, 0.88432)
C (-2.29801, 2.86811, 0.79990)
N (-1.12470, 2.21457, 0.87206)
C (-0.01983, 2.94778, 1.06030)
C (-0.04824, 4.32701, 1.14650)
H (-0.43574, 8.25331, 1.22679)
H (0.60380, 6.88046, 1.09081)
H (-3.36607, 4.72731, 0.83291)
H (-3.17324, 2.25032, 0.69298)
H (0.91348, 2.41727, 1.14357)
H (0.89178, 4.83583, 1.30446)
C (7.26250, 0.02159, -2.03836)
C (5.92160, 0.70223, -2.31078)
C (6.11604, 2.21861, -2.17594)
C (5.49596, 0.36951, -3.74733)
C (4.82986, 0.24468, -1.34230)
C (5.06692, -0.69514, -0.33986)
C (4.07493, -1.12150, 0.54635)
C (2.83141, -0.56683, 0.39060)
O (1.67066, -0.78779, 1.11353)
B (0.70167, 0.03322, 0.53799)
O (1.25347, 0.75696, -0.51942)
C (2.57829, 0.36616, -0.59508)
C (3.54407, 0.78968, -1.47128)
H (8.00168, 0.38400, -2.75368)
H (7.19749, -1.06179, -2.15188)
H (7.63494, 0.24489, -1.03714)
H (6.88888, 2.55978, -2.86680)
H (6.42402, 2.48133, -1.16241)
H (5.20066, 2.76580, -2.40489)
H (6.26457, 0.69518, -4.45032)
H (4.56396, 0.86644, -4.01929)
H (5.35372, -0.70533, -3.87034)
H (6.05328, -1.12085, -0.23239)
H (4.28101, -1.85131, 1.31664)
H (3.30609, 1.51810, -2.23434)

Mulliken population analysis, charges in e, atoms 1 to 6: 0.380 -0.497 -0.598 0.376 -1.021 -0.270



# 3
C28H30BiFN5O2S | ωB97M-V/def2-TZVPD

Results
Gap between HOMO and LUMO (eV): 7.1747
Charge: +1
E_HOMO (hartree): -0.39827

CARTESIAN COORDINATES (ANGSTROEM)
Bi (-1.18249, -0.66341, -1.05451)
C (4.11883, -2.05486, -1.23520)
C (3.03445, -1.41598, -0.35798)
C (3.32496, -1.67124, 1.12599)
C (2.90097, 0.07357, -0.64055)
C (3.93533, 0.92304, -0.26524)
C (3.84659, 2.28500, -0.48233)
C (2.71115, 2.81012, -1.07569)
C (1.65755, 2.00382, -1.50465)
C (0.48423, 2.73966, -2.16267)
C (0.21126, 2.37918, -3.62711)
C (-0.81359, 2.67199, -1.35430)
C (1.77166, 0.61847, -1.27992)
N (0.77393, -0.31615, -1.74355)
C (1.09505, -1.09003, -2.89281)
C (1.93457, -0.65658, -3.92305)
C (2.22129, -1.47577, -5.00227)
C (1.68378, -2.75546, -5.09029)
C (0.87830, -3.22376, -4.06610)
C (0.62089, -2.39105, -3.00473)
F (-0.13538, -2.88337, -1.95348)
H (4.15337, -3.13581, -1.07488)
H (5.10185, -1.64547, -0.98735)
H (3.93314, -1.87015, -2.29520)
H (2.08401, -1.89174, -0.59868)
H (4.30905, -1.29170, 1.40683)
H (3.31823, -2.74579, 1.33660)
H (2.58393, -1.18396, 1.76589)
H (4.82554, 0.51232, 0.19941)
H (4.66066, 2.93890, -0.19389)
H (2.64477, 3.88036, -1.23386)
H (0.78831, 3.78576, -2.16390)
H (-0.13678, 1.34995, -3.74322)
H (1.10344, 2.50626, -4.24200)
H (-0.56386, 3.04027, -4.02427)
H (-1.38077, 1.76244, -1.58084)
H (-1.48484, 3.49050, -1.62063)
H (-0.63994, 2.69899, -0.27756)
H (2.38263, 0.32539, -3.85169)
H (2.87444, -1.10658, -5.78335)
H (1.89404, -3.38611, -5.94247)
H (0.46087, -4.22343, -4.07383)
N (-5.73379, 1.60246, 6.07819)
C (-5.12659, 1.37692, 4.87745)
C (-4.37584, 2.39486, 4.25960)
C (-3.75888, 2.17257, 3.05471)
C (-3.86390, 0.91488, 2.45874)
C (-4.59484, -0.11094, 3.05431)
C (-5.21626, 0.11844, 4.25797)
S (-3.24436, 0.68905, 0.86870)
O (-3.75457, -0.56107, 0.32871)
O (-3.37019, 1.87753, 0.08202)
N (-1.56536, 0.41110, 0.91049)
C (-1.11197, -0.62708, 1.70269)
N (-1.24699, -0.68996, 3.02055)
C (-0.67659, -1.73317, 3.61937)
C (0.02163, -2.73191, 2.94068)
C (0.07931, -2.62685, 1.57452)
N (-0.49332, -1.58051, 0.96418)
H (-5.82741, 2.54574, 6.40812)
H (-6.42122, 0.94983, 6.40930)
H (-4.30156, 3.36447, 4.73970)
H (-3.19668, 2.95951, 2.56374)
H (-4.67301, -1.07176, 2.56035)
H (-5.79235, -0.66873, 4.73019)
H (-0.78232, -1.76832, 4.69939)
H (0.48118, -3.55840, 3.46237)
H (0.56046, -3.36623, 0.94332)

Mulliken population analysis, charges in e, atoms 1 to 6: 1.103 -1.494 1.548 -1.699 1.356 -0.516